# C32H34F6GeN5O4S2Sc

A molecular structure, C32H34F6GeN5O4S2Sc (ωB97M-V/def2-TZVPD, OMol25).

For the energy above the lowest of the compared OMol25 structures with the same formula, charge and spin, the calculation gives 2.9 kcal/mol. The molar mass is 848.34 g mol⁻¹. As for the total charge: 0. The electronic energy comes out at -164568.9832 eV.

XYZ file:
```
85
C32H34F6GeN5O4S2Sc (ωB97M-V/def2-TZVPD)
Sc 0.57699 -0.02775 -0.16047
C -0.37544 -0.18189 2.84870
C -1.37123 -1.00552 2.05152
N -0.71095 -1.66584 0.91625
C -1.68828 -2.05928 -0.17674
C -2.25239 -0.81920 -0.73217
C -3.57793 -0.47557 -0.74163
C -4.01763 0.78293 -1.17110
C -3.00818 1.66009 -1.64114
C -1.69396 1.32091 -1.60272
C -0.55969 2.15471 -2.06545
N 0.54715 2.14013 -1.04672
C 0.43738 3.22208 -0.04568
C -0.24464 2.23830 2.21859
N 0.26918 0.85276 1.99666
N -1.21922 0.12125 -1.01258
H 0.39773 -0.82628 3.27494
H -0.89033 0.29305 3.68697
H -2.14880 -0.35912 1.63360
H -1.86794 -1.73282 2.70294
H -0.23629 -2.50176 1.24130
H -2.47149 -2.71772 0.20865
H -1.07419 -2.60353 -0.90742
H -4.29440 -1.22851 -0.42495
H -5.06553 1.03076 -1.24554
H -3.26863 2.63071 -2.05391
H -0.86880 3.18124 -2.28786
H -0.10987 1.71666 -2.96652
H 1.41262 2.27511 -1.56152
H 0.28047 4.16405 -0.57950
H 1.39642 3.30450 0.47739
H -1.10143 2.15678 2.89341
H 0.51494 2.82067 2.74899
H 1.25434 0.86124 2.24847
F 2.12000 -1.61905 1.30488
C 3.08815 -2.34908 0.68890
F 4.25485 -1.98409 1.18748
F 2.85639 -3.61901 0.98136
S 3.01633 -2.10841 -1.17032
O 1.64910 -1.63492 -1.39034
O 3.39385 -3.37306 -1.68653
N 4.08293 -1.00148 -1.48881
S 3.71483 0.50073 -1.19748
O 2.84884 0.63493 -0.01899
O 3.34584 1.27445 -2.33962
C 5.34256 1.15261 -0.63193
F 5.75301 0.49996 0.44837
F 5.18776 2.44008 -0.33248
F 6.23842 1.02671 -1.59791
C -0.68645 2.96183 0.95902
Ge -1.70138 4.57499 1.49759
C -3.43765 3.95489 2.12936
C -3.94560 2.70894 1.76696
C -5.19664 2.29601 2.20885
C -5.95414 3.12437 3.02258
C -5.46364 4.37219 3.38743
C -4.21572 4.78210 2.94255
C -0.81360 5.45009 3.01019
C 0.04533 6.53907 2.86694
C 0.68616 7.09685 3.96560
C 0.47724 6.57264 5.23239
C -0.38078 5.49422 5.39651
C -1.01944 4.94242 4.29494
C -1.95225 5.76257 -0.03098
C -0.92333 6.51572 -0.60092
C -1.15056 7.31525 -1.71182
C -2.41592 7.37096 -2.27893
C -3.44856 6.62555 -1.73052
C -3.21711 5.83001 -0.61623
H -1.44396 2.34978 0.46117
H -3.40199 2.05080 1.09777
H -5.57657 1.33140 1.89629
H -6.92975 2.80456 3.36648
H -6.05506 5.02538 4.01665
H -3.84191 5.75697 3.23832
H 0.20950 6.97933 1.89144
H 1.34443 7.94595 3.83169
H 0.97415 7.00792 6.08991
H -0.55920 5.08766 6.38411
H -1.70419 4.11410 4.44384
H 0.07796 6.48150 -0.18653
H -0.33905 7.89223 -2.13695
H -2.59460 7.99171 -3.14747
H -4.43703 6.66071 -2.17047
H -4.03406 5.25226 -0.19862
```

Mulliken population analysis, charges in e, atoms 1 to 8: 0.059 -1.150 -0.190 -0.087 -0.742 0.092 -0.499 -1.220